[1]
This record from OMol25 describes C6H9N as an isolated structure. The level of theory is ωB97M-V/def2-TZVPD.

Structure (XYZ):
```
16
Properties=species:S:1:pos:R:3
C 1.33 -0.79 0.89
C 1.10 0.12 -0.29
C -0.11 -0.09 -1.17
C -1.68 -0.31 -0.01
C 0.09 1.23 -0.34
C -1.03 1.27 0.63
N -1.49 1.85 1.56
H 0.39 -1.08 1.36
H 1.84 -1.70 0.56
H 1.95 -0.29 1.65
H 2.01 0.36 -0.84
H -0.03 0.03 -2.25
H -2.57 -0.55 -0.61
H -0.69 -1.09 -1.03
H -1.52 -1.08 0.76
H 0.39 2.13 -0.87
```

Output
**Highest occupied orbital energy**: -7.273 eV
**Energy relative to the best compared isomer or geometry (same formula, charge and spin)**: 7.008 eV
**Gap between HOMO and LUMO**: 7.637 eV


[2]
This record from OMol25 describes C49H81BBrF3NbO22S as an isolated structure at a distorted geometry. The level of theory is ωB97M-V/def2-TZVPD.

Structure (XYZ):
```
159
Properties=species:S:1:pos:R:3
C 4.87 1.28 0.32
C 3.99 0.30 -0.66
C 4.81 0.06 -2.10
C 5.18 -1.52 -2.33
C 3.91 -2.34 -3.05
Nb 2.86 -3.79 -1.60
C 1.84 -5.31 -0.17
C 2.67 -5.16 1.27
C 1.83 -5.71 2.57
S 2.13 -4.49 4.01
C 1.80 -4.84 -3.38
O 0.71 -5.73 -2.94
C -0.50 -5.59 -3.78
F -0.24 -5.54 -5.23
F -1.32 -6.83 -3.53
F -1.38 -4.45 -3.38
C 1.09 -2.36 -1.54
B 0.63 -1.87 -0.05
O 0.08 -0.47 0.06
O 0.63 -2.66 1.20
C 4.63 -5.27 -1.67
C 5.74 -4.94 -2.82
O 6.88 -4.23 -2.62
Br 5.51 -5.62 -4.73
H 6.02 1.10 0.05
H 4.64 2.40 0.01
H 4.64 1.09 1.46
H 3.75 -0.71 -0.11
H 2.95 0.81 -0.92
H 4.14 0.44 -3.00
H 5.80 0.68 -2.15
H 5.51 -2.06 -1.32
H 6.15 -1.55 -3.02
H 4.26 -2.90 -4.04
H 3.19 -1.48 -3.43
H 3.73 -2.96 -0.25
H 0.70 -5.04 -0.07
H 2.02 -6.41 -0.55
H 3.75 -5.64 1.21
H 2.86 -4.00 1.46
H 0.65 -5.70 2.41
H 2.15 -6.81 2.86
H 2.14 -3.23 3.37
H 1.41 -3.95 -4.05
H 2.61 -5.51 -3.88
H 0.22 -2.83 -2.20
H 1.43 -1.38 -2.14
H 0.04 -0.13 -0.90
H 0.07 -2.23 1.91
H 5.17 -5.37 -0.62
H 4.19 -6.35 -1.92
O -1.10 4.60 3.75
C -1.22 3.46 3.34
O -0.76 3.02 2.14
C -1.18 1.67 1.94
C -1.45 1.13 3.32
C -1.94 2.36 4.06
H -2.07 1.67 1.31
H -0.39 1.11 1.44
H -2.16 0.31 3.33
H -0.51 0.78 3.77
H -3.01 2.50 3.95
H -1.66 2.32 5.12
O -1.28 2.37 -1.97
C -2.42 2.72 -1.71
O -3.25 2.06 -0.85
C -4.54 2.67 -0.87
C -4.30 4.07 -1.38
C -3.13 3.89 -2.32
H -5.19 2.09 -1.54
H -4.96 2.67 0.13
H -5.18 4.50 -1.86
H -4.01 4.72 -0.55
H -3.46 3.62 -3.33
H -2.49 4.77 -2.34
O -5.22 6.36 -0.99
C -6.36 6.71 -0.73
O -7.19 6.05 0.13
C -8.47 6.66 0.11
C -8.24 8.06 -0.40
C -7.07 7.88 -1.34
H -9.12 6.08 -0.56
H -8.90 6.66 1.11
H -9.12 8.50 -0.88
H -7.95 8.71 0.43
H -7.40 7.61 -2.35
H -6.43 8.76 -1.36
O 3.46 -8.42 -2.25
C 3.09 -8.88 -3.31
O 2.60 -10.14 -3.48
C 2.36 -10.38 -4.86
C 2.22 -9.01 -5.48
C 3.14 -8.17 -4.63
H 3.21 -10.93 -5.27
H 1.46 -10.98 -4.99
H 2.47 -8.99 -6.55
H 1.19 -8.66 -5.37
H 4.17 -8.18 -5.01
H 2.77 -7.14 -4.54
O -1.05 -1.99 4.17
C -1.46 -2.75 5.03
O -1.02 -2.77 6.32
C -1.64 -3.85 7.01
C -2.89 -4.17 6.22
C -2.48 -3.83 4.81
H -0.94 -4.70 7.03
H -1.87 -3.56 8.03
H -3.23 -5.20 6.34
H -3.70 -3.50 6.54
H -2.01 -4.67 4.31
H -3.33 -3.46 4.23
O -0.87 1.19 6.59
C -0.09 1.67 7.39
O -0.19 1.53 8.75
C 0.83 2.31 9.38
C 1.89 2.51 8.32
C 1.08 2.54 7.05
H 0.38 3.26 9.70
H 1.21 1.78 10.25
H 2.49 3.41 8.48
H 2.56 1.65 8.31
H 0.73 3.55 6.82
H 1.65 2.12 6.21
O -7.21 -2.03 -1.44
C -6.49 -2.54 -2.28
O -6.88 -2.84 -3.55
C -5.81 -3.52 -4.22
C -4.57 -3.14 -3.47
C -5.07 -2.97 -2.06
H -6.01 -4.60 -4.18
H -5.77 -3.21 -5.26
H -3.77 -3.88 -3.56
H -4.19 -2.18 -3.84
H -5.06 -3.91 -1.50
H -4.51 -2.20 -1.52
O 6.33 3.64 -1.30
C 7.28 3.25 -1.96
O 7.79 1.99 -1.89
C 8.96 1.91 -2.72
C 8.81 3.03 -3.72
C 8.06 4.08 -2.93
H 9.84 2.03 -2.08
H 9.00 0.93 -3.20
H 9.76 3.37 -4.12
H 8.19 2.69 -4.56
H 8.74 4.72 -2.37
H 7.40 4.67 -3.57
O -6.13 10.48 0.38
C -4.94 10.75 0.46
O -4.33 11.23 1.58
C -2.97 11.53 1.28
C -2.63 10.70 0.07
C -3.95 10.64 -0.66
H -2.88 12.60 1.09
H -2.34 11.27 2.14
H -1.82 11.12 -0.52
H -2.34 9.69 0.38
H -4.08 11.50 -1.34
H -4.06 9.70 -1.21
```

Output
**Highest occupied orbital energy**: -4.823 eV
**Net charge**: -1
**Gap between HOMO and LUMO**: 6.532 eV